1.
{"formula": "C4H9NO3", "method": "ωB97M-V/def2-TZVPD", "symbols": ["O", "O", "O", "N", "C", "C", "C", "C", "H", "H", "H", "H", "H", "H", "H", "H", "H"], "xyz": [[1.03, 0.19, -1.39], [-0.81, -0.15, -3.23], [-2.17, -2.13, 0.68], [-0.68, -0.81, -0.42], [0.56, 1.39, 1.76], [-1.46, -1.16, 0.68], [1.18, 0.19, 1.00], [0.52, -0.18, -0.33], [0.97, 2.28, 1.28], [-1.38, -0.55, 1.57], [0.04, 0.16, -2.84], [2.17, 0.42, 0.63], [-1.04, -1.13, -1.32], [0.86, 1.40, 2.81], [1.32, -0.71, 1.59], [-0.51, 1.35, 1.60], [-0.61, -0.56, -4.08]], "de_lowest_kcal_mol": 15.1, "smiles": "CCC(=O)NC=O.O"}

2.
{"formula": "C4H9NO3", "method": "ωB97M-V/def2-TZVPD", "symbols": ["O", "O", "O", "N", "C", "C", "C", "C", "H", "H", "H", "H", "H", "H", "H", "H", "H"], "xyz": [[1.89, 2.98, 0.07], [1.63, 0.03, -0.39], [-2.30, 2.11, -0.11], [-0.40, 0.92, 0.13], [-1.71, 1.09, -0.34], [-0.17, -2.12, 0.92], [-0.20, -1.49, -0.49], [0.42, -0.12, -0.28], [2.13, 2.04, 0.08], [0.56, -2.03, -1.05], [-1.15, -1.58, -1.00], [0.78, -1.86, 1.37], [-2.14, 0.22, -0.83], [0.07, 1.77, 0.44], [-0.12, -3.21, 0.77], [1.71, 3.12, -0.87], [-1.00, -1.86, 1.58]], "de_lowest_kcal_mol": 12.6, "smiles": "CCC(=O)NC=O.O"}

3.
{"formula": "C4H9NO3", "method": "ωB97M-V/def2-TZVPD", "symbols": ["O", "O", "O", "N", "C", "C", "C", "C", "H", "H", "H", "H", "H", "H", "H", "H", "H"], "xyz": [[-0.15, 1.08, -1.91], [1.10, -1.21, 2.08], [-2.35, -0.07, -1.03], [-0.34, -1.71, 0.41], [0.92, 0.87, -1.38], [0.29, -0.83, 1.24], [0.14, 0.67, 1.02], [1.20, 1.18, 0.06], [-1.18, -1.35, -0.02], [-1.53, 0.44, -1.13], [0.23, 1.11, 2.00], [-0.88, 0.90, 0.68], [-2.57, -0.38, -1.91], [-0.31, -2.63, 0.81], [1.67, 0.36, -1.98], [2.15, 0.76, 0.38], [1.38, 2.24, 0.25]], "de_lowest_kcal_mol": 18.3, "smiles": "NC(=O)CCC=O.O"}